DFT (ωB97M-V/def2-TZVPD) results for C4H6N2 in the gas phase.

Summary:
LUMO (alpha / beta) in eV: -0.1305 / -0.2247
Orbital gap (alpha / beta) in eV: 8.30 / 7.87
Highest occupied orbital energy (alpha / beta) in Eh: -0.3098 / -0.2974

```
12
Properties=species:S:1:pos:R:3:forces:R:3
N -1.02350 -0.95770 -1.27937 3.931 -1.482 0.138
C -1.44394 0.05649 -0.83220 -1.415 1.386 0.515
C -0.84239 0.96795 0.17392 -0.055 0.525 0.001
C 0.21423 0.39292 1.10858 -0.077 0.142 -0.174
C 0.39169 -1.35340 -1.25901 -1.767 -0.547 -1.240
N 1.25123 1.07404 1.38107 -0.342 -0.462 -0.112
H -0.37738 1.78424 -0.39384 -0.187 0.021 0.171
H -1.67406 1.38364 0.74168 0.163 0.251 0.280
H -0.02096 -0.57353 1.56491 0.081 0.025 -0.017
H 0.96126 -0.92885 -2.09043 -0.115 0.188 0.324
H 0.55779 -2.41723 -1.16026 -0.092 -0.176 0.174
H 1.83462 0.57768 2.06013 -0.125 0.128 -0.060
```
Positions in Å, forces in eV/Å.